C39H52N4OP2Pb as an isolated structure in a non-equilibrium geometry, computed with ωB97M-V/def2-TZVPD.

Positions of all 99 atoms, in Å:
Pb: -0.003 1.505 -2.372
C: -3.492 0.262 3.654
C: -2.371 0.708 3.052
C: -1.064 0.108 2.532
C: -1.262 -0.589 1.170
C: -2.013 -1.937 1.230
C: -2.635 -2.554 2.243
C: -2.691 -2.191 3.711
C: -3.820 -1.154 4.059
C: -1.990 0.815 -3.031
H: -4.329 0.985 3.824
H: -2.447 1.760 2.742
H: -0.592 -0.609 3.215
H: -0.339 0.942 2.395
H: -1.743 0.138 0.464
H: -0.268 -0.778 0.714
H: -1.992 -2.438 0.237
H: -3.183 -3.491 1.999
H: -1.749 -1.818 4.127
H: -2.945 -3.147 4.198
H: -4.745 -1.508 3.560
H: -4.052 -1.158 5.136
H: -2.701 1.639 -2.827
H: -2.264 -0.094 -2.516
H: -2.028 0.567 -4.086
P: 2.904 -2.368 -1.554
P: 4.054 0.430 0.155
N: 2.225 -3.841 -0.843
N: 3.843 -3.315 -2.800
N: 4.039 -0.221 1.836
N: 5.498 1.456 0.440
C: 4.285 -2.322 -0.313
C: 5.074 -1.019 -0.444
C: 1.043 -4.383 -1.364
C: 0.872 -5.671 -0.883
C: 2.004 -5.956 -0.052
C: 2.836 -4.847 -0.096
C: 3.573 -3.194 -4.162
C: 4.629 -3.712 -4.898
C: 5.588 -4.202 -3.961
C: 5.037 -4.029 -2.696
C: 2.934 -0.189 2.708
C: 3.115 -1.129 3.719
C: 4.388 -1.754 3.515
C: 4.936 -1.152 2.385
C: 6.448 1.471 1.466
C: 7.472 2.355 1.140
C: 7.179 2.873 -0.161
C: 5.993 2.291 -0.574
H: 5.017 -3.131 -0.423
H: 3.850 -2.471 0.685
H: 6.029 -1.125 0.102
H: 5.350 -0.819 -1.493
H: 0.418 -3.773 -1.986
H: 0.057 -6.334 -1.131
H: 2.215 -6.847 0.519
H: 3.781 -4.703 0.387
H: 2.665 -2.725 -4.485
H: 4.707 -3.762 -5.972
H: 6.566 -4.616 -4.174
H: 5.439 -4.341 -1.758
H: 2.128 0.513 2.537
H: 2.429 -1.342 4.541
H: 4.877 -2.531 4.098
H: 5.893 -1.382 1.944
H: 6.354 0.826 2.316
H: 8.324 2.598 1.754
H: 7.761 3.592 -0.712
H: 5.455 2.360 -1.499
C: -4.976 -0.178 0.374
C: -4.610 0.484 -0.953
C: -5.338 -0.149 -2.129
C: -4.782 1.991 -0.892
C: -6.063 2.485 -1.083
C: -6.324 3.843 -1.094
C: -5.274 4.743 -0.978
C: -3.969 4.335 -0.830
C: -2.928 5.477 -0.875
C: -3.044 6.357 -2.128
C: -3.193 6.481 0.284
C: -3.662 2.893 -0.616
O: -2.520 2.482 -0.259
H: -6.060 -0.192 0.511
H: -4.510 0.340 1.217
H: -4.586 -1.197 0.414
H: -3.535 0.329 -1.054
H: -6.406 0.029 -2.065
H: -4.971 0.261 -3.063
H: -5.171 -1.220 -2.143
H: -6.915 1.808 -1.216
H: -7.330 4.214 -1.214
H: -5.464 5.818 -1.030
H: -1.918 5.041 -0.800
H: -4.093 6.657 -2.270
H: -2.470 7.277 -1.956
H: -2.688 5.850 -3.031
H: -3.293 5.980 1.261
H: -2.349 7.187 0.297
H: -4.121 7.054 0.079

For the lowest unoccupied orbital energy (spin up / spin down), the calculation gives -10.1 / -10.1 eV. The total charge is +2. For the largest force on an atom, the calculation gives 4.7 eV/Å. The spin multiplicity is 1.

Listed below, in e, are the Löwdin charges computed for each atom: atom 1 (Pb): 1.3658, atom 2 (C): -0.1234, atom 3 (C): -0.1093, atom 4 (C): -0.1938, atom 5 (C): -0.1970, atom 6 (C): -0.1132, atom 7 (C): -0.1009, atom 8 (C): -0.1744, atom 9 (C): -0.1764, atom 10 (C): -0.3961, atom 11 (H): 0.1163, atom 12 (H): 0.0880, atom 13 (H): 0.1022, atom 14 (H): 0.1025, atom 15 (H): 0.0702, atom 16 (H): 0.0938, atom 17 (H): 0.1013, atom 18 (H): 0.1203, atom 19 (H): 0.1017, atom 20 (H): 0.1153, atom 21 (H): 0.1152, atom 22 (H): 0.1174, atom 23 (H): -0.0100, atom 24 (H): -0.0081, atom 25 (H): 0.0059, atom 26 (P): 1.0783, atom 27 (P): 1.0653, atom 28 (N): -0.2864, atom 29 (N): -0.2441, atom 30 (N): -0.2664, atom 31 (N): -0.2824, atom 32 (C): -0.4343, atom 33 (C): -0.4112, atom 34 (C): -0.1768, atom 35 (C): -0.0834, atom 36 (C): -0.0679, atom 37 (C): -0.1395, atom 38 (C): -0.1774, atom 39 (C): -0.0908, atom 40 (C): -0.0720, atom 41 (C): -0.1397, atom 42 (C): -0.1508, atom 43 (C): -0.0869, atom 44 (C): -0.0611, atom 45 (C): -0.1932, atom 46 (C): -0.1325, atom 47 (C): -0.0732, atom 48 (C): -0.0907, atom 49 (C): -0.1762, atom 50 (H): 0.0655, atom 51 (H): 0.0665, atom 52 (H): 0.0835, atom 53 (H): 0.0835, atom 54 (H): 0.0764, atom 55 (H): 0.0940, atom 56 (H): 0.0998, atom 57 (H): 0.0969, atom 58 (H): 0.0782, atom 59 (H): 0.0943, atom 60 (H): 0.1021, atom 61 (H): 0.0905, atom 62 (H): 0.0777, atom 63 (H): 0.0980, atom 64 (H): 0.1075, atom 65 (H): 0.1044, atom 66 (H): 0.0870, atom 67 (H): 0.0980, atom 68 (H): 0.0944, atom 69 (H): 0.0825, atom 70 (C): -0.0169, atom 71 (C): -0.3804, atom 72 (C): -0.0330, atom 73 (C): -0.0265, atom 74 (C): 0.0367, atom 75 (C): 0.1023, atom 76 (C): 0.0124, atom 77 (C): -0.0113, atom 78 (C): -0.3454, atom 79 (C): -0.0515, atom 80 (C): -0.0426, atom 81 (C): -0.1842, atom 82 (O): 0.1055, atom 83 (H): 0.1020, atom 84 (H): 0.0693, atom 85 (H): 0.0875, atom 86 (H): 0.0793, atom 87 (H): 0.0804, atom 88 (H): 0.0831, atom 89 (H): 0.1024, atom 90 (H): 0.1436, atom 91 (H): 0.1511, atom 92 (H): 0.1322, atom 93 (H): 0.1352, atom 94 (H): 0.0847, atom 95 (H): 0.1008, atom 96 (H): 0.0879, atom 97 (H): 0.0973, atom 98 (H): 0.1016, atom 99 (H): 0.0958

---

C39H53FMoN11O4SSi as an isolated structure in a non-equilibrium geometry, computed with ωB97M-V/def2-TZVPD.

Positions of all 111 atoms, in Å:
Mo: -0.783 1.115 -0.158
C: -1.897 -1.276 2.766
C: -0.936 -0.167 3.061
C: -0.584 0.148 4.366
C: 0.182 1.287 4.600
C: 0.562 2.102 3.558
C: 0.183 1.734 2.251
N: -0.487 0.567 2.037
N: 0.338 2.438 1.108
Si: 1.455 3.758 0.906
C: 3.022 3.397 1.914
C: 0.697 5.355 1.503
C: 1.974 3.957 -0.875
H: -2.913 -0.925 2.968
H: -1.702 -2.147 3.394
H: -1.846 -1.570 1.723
H: -0.945 -0.466 5.179
H: 0.445 1.560 5.615
H: 1.087 3.031 3.728
H: 3.131 4.063 2.774
H: 3.903 3.528 1.282
H: 3.031 2.372 2.295
H: 0.311 5.271 2.521
H: -0.136 5.631 0.851
H: 1.433 6.164 1.476
H: 2.976 3.554 -1.041
H: 1.988 5.016 -1.142
H: 1.299 3.457 -1.566
F: 2.472 -2.069 -7.127
C: 2.336 -2.142 -5.798
C: 1.136 -2.081 -5.218
N: 0.958 -2.148 -3.858
C: -0.387 -2.059 -3.284
C: -0.635 -0.632 -2.767
O: -0.605 0.247 -3.605
O: -0.827 -0.563 -1.497
C: 2.034 -2.236 -3.010
O: 1.940 -2.245 -1.796
N: 3.258 -2.333 -3.646
C: 3.549 -2.279 -5.006
O: 4.684 -2.349 -5.420
H: 0.242 -1.946 -5.810
H: -0.521 -2.827 -2.528
H: -1.083 -2.218 -4.105
H: 4.053 -2.433 -3.032
C: -4.126 -0.230 -1.930
C: -4.397 -0.990 -0.629
C: -3.410 -2.144 -0.428
C: -4.538 -0.090 0.591
C: -5.577 -0.388 1.459
C: -5.935 0.439 2.513
C: -5.297 1.670 2.601
C: -4.246 2.032 1.775
C: -3.787 3.480 1.833
C: -3.731 4.126 0.446
C: -2.477 3.706 2.580
C: -3.723 1.063 0.854
N: -2.535 1.236 0.247
H: -4.208 -0.913 -2.782
H: -3.138 0.217 -1.947
H: -4.854 0.572 -2.067
H: -5.388 -1.445 -0.743
H: -2.392 -1.778 -0.324
H: -3.435 -2.818 -1.292
H: -3.665 -2.728 0.460
H: -6.147 -1.294 1.272
H: -6.738 0.173 3.188
H: -5.647 2.401 3.324
H: -4.570 3.993 2.402
H: -2.960 3.664 -0.171
H: -3.503 5.191 0.530
H: -4.685 4.019 -0.074
H: -1.643 3.306 2.015
H: -2.493 3.231 3.565
H: -2.300 4.777 2.717
C: 6.045 1.048 -0.339
C: 5.938 -0.429 -0.713
C: 6.091 -0.646 -2.218
C: 4.679 -1.074 -0.135
N: 3.437 -0.356 -0.410
C: 2.338 -0.314 0.339
N: 1.411 0.328 -0.320
N: 1.969 0.686 -1.502
N: 3.176 0.268 -1.566
H: 7.005 1.448 -0.665
H: 5.966 1.197 0.740
H: 5.261 1.633 -0.821
H: 6.752 -0.966 -0.214
H: 5.292 -0.159 -2.773
H: 6.088 -1.710 -2.470
H: 7.042 -0.234 -2.557
H: 4.758 -1.109 0.953
H: 4.560 -2.097 -0.497
H: 2.249 -0.726 1.329
S: -1.246 4.667 -3.317
C: -1.051 3.355 -2.380
N: -0.911 2.414 -1.697
N: 0.046 -2.886 0.633
C: -0.137 -4.255 0.658
C: -0.816 -4.912 -0.373
C: -1.038 -6.276 -0.312
C: -0.601 -7.026 0.773
C: 0.064 -6.377 1.804
C: 0.293 -5.012 1.753
H: 0.732 -2.536 1.279
H: 0.075 -2.425 -0.268
H: -1.185 -4.336 -1.211
H: -1.571 -6.760 -1.122
H: -0.778 -8.092 0.815
H: 0.409 -6.938 2.663
H: 0.810 -4.516 2.568

For the lowest unoccupied orbital energy (spin up / spin down), the calculation gives 1.9 / 1.9 eV. The total charge is -1. As for the expectation value of S²: 2.044. For the largest force on an atom, the calculation gives 1.2 eV/Å. The spin multiplicity is 3.

Atomic partial charges in e from the Löwdin method, atoms 1 to 99: atom 1 (Mo): 1.5695, atom 2 (C): -0.0253, atom 3 (C): -0.3174, atom 4 (C): -0.0588, atom 5 (C): -0.0787, atom 6 (C): -0.0482, atom 7 (C): -0.4866, atom 8 (N): 0.0323, atom 9 (N): -0.1906, atom 10 (Si): 0.4009, atom 11 (C): -0.1769, atom 12 (C): -0.1768, atom 13 (C): -0.1726, atom 14 (H): 0.0875, atom 15 (H): 0.0814, atom 16 (H): 0.0337, atom 17 (H): 0.1018, atom 18 (H): 0.1026, atom 19 (H): 0.0916, atom 20 (H): 0.0238, atom 21 (H): 0.0136, atom 22 (H): 0.0128, atom 23 (H): 0.0185, atom 24 (H): 0.0345, atom 25 (H): 0.0281, atom 26 (H): 0.0123, atom 27 (H): 0.0345, atom 28 (H): -0.0168, atom 29 (F): 0.0871, atom 30 (C): -0.1866, atom 31 (C): 0.0592, atom 32 (N): 0.0249, atom 33 (C): -0.0245, atom 34 (C): -0.6414, atom 35 (O): 0.0575, atom 36 (O): -0.2381, atom 37 (C): -0.4456, atom 38 (O): 0.0667, atom 39 (N): 0.2265, atom 40 (C): -0.3998, atom 41 (O): 0.0910, atom 42 (H): 0.1520, atom 43 (H): 0.0985, atom 44 (H): 0.1303, atom 45 (H): 0.1323, atom 46 (C): -0.0639, atom 47 (C): -0.3686, atom 48 (C): -0.0781, atom 49 (C): -0.1609, atom 50 (C): -0.0865, atom 51 (C): -0.1243, atom 52 (C): -0.0783, atom 53 (C): -0.1520, atom 54 (C): -0.3783, atom 55 (C): -0.0629, atom 56 (C): -0.0664, atom 57 (C): -0.2615, atom 58 (N): -0.1281, atom 59 (H): 0.0754, atom 60 (H): 0.0378, atom 61 (H): 0.0845, atom 62 (H): 0.1184, atom 63 (H): 0.0276, atom 64 (H): 0.0738, atom 65 (H): 0.0802, atom 66 (H): 0.1041, atom 67 (H): 0.0813, atom 68 (H): 0.1012, atom 69 (H): 0.1170, atom 70 (H): 0.0456, atom 71 (H): 0.0745, atom 72 (H): 0.0817, atom 73 (H): 0.0328, atom 74 (H): 0.0812, atom 75 (H): 0.0744, atom 76 (C): -0.0716, atom 77 (C): -0.4096, atom 78 (C): -0.0798, atom 79 (C): -0.1023, atom 80 (N): -0.0879, atom 81 (C): -0.1289, atom 82 (N): -0.0491, atom 83 (N): 0.0581, atom 84 (N): 0.0935, atom 85 (H): 0.0791, atom 86 (H): 0.0785, atom 87 (H): 0.0670, atom 88 (H): 0.1331, atom 89 (H): 0.0658, atom 90 (H): 0.0711, atom 91 (H): 0.0812, atom 92 (H): 0.1294, atom 93 (H): 0.1237, atom 94 (H): 0.1408, atom 95 (S): 0.4696, atom 96 (C): -0.9519, atom 97 (N): -0.1050, atom 98 (N): 0.1335, atom 99 (C): -0.3108

---

C39H55FN3O5S2Si2Sn as an isolated structure in a non-equilibrium geometry, computed with ωB97M-V/def2-TZVPD.

Positions of all 108 atoms, in Å:
Sn: -1.558 1.832 -1.145
O: -2.429 0.742 0.718
S: -2.564 -0.341 1.785
C: -4.277 -1.037 1.709
C: -5.049 -0.429 0.559
C: -4.592 -0.961 -0.791
C: -5.157 -0.107 -1.917
S: -3.939 0.220 -3.201
O: -2.630 0.628 -2.461
C: -3.620 -1.426 -3.771
C: -2.470 -2.114 -3.425
C: -2.307 -3.405 -3.906
C: -3.276 -3.979 -4.717
C: -4.411 -3.262 -5.074
C: -4.587 -1.969 -4.609
C: -1.637 -1.773 1.256
C: -1.388 -2.740 2.223
C: -0.650 -3.862 1.879
C: -0.151 -4.000 0.589
C: -0.396 -3.019 -0.363
C: -1.145 -1.901 -0.030
H: -4.727 -0.793 2.671
H: -4.170 -2.119 1.630
H: -4.876 0.641 0.582
H: -6.120 -0.575 0.711
H: -4.835 -2.017 -0.915
H: -3.506 -0.883 -0.835
H: -5.450 0.889 -1.571
H: -6.014 -0.536 -2.440
H: -1.708 -1.638 -2.826
H: -1.414 -3.963 -3.658
H: -3.139 -4.985 -5.089
H: -5.151 -3.701 -5.728
H: -5.457 -1.395 -4.908
H: -1.764 -2.622 3.233
H: -0.468 -4.630 2.618
H: 0.419 -4.880 0.323
H: -0.010 -3.129 -1.369
H: -1.350 -1.136 -0.766
C: 5.851 -0.780 -1.455
C: 4.667 -1.708 -1.670
N: 3.399 -1.111 -1.197
C: 2.598 -0.531 -2.087
C: 1.452 0.164 -1.772
C: 0.690 0.751 -2.921
O: 0.932 0.421 -4.051
O: -0.189 1.684 -2.597
C: 1.073 0.288 -0.423
O: 0.047 0.929 -0.004
C: 1.907 -0.388 0.544
C: 1.560 -0.394 1.902
C: 2.325 -1.052 2.812
F: 1.909 -1.061 4.092
C: 3.520 -1.728 2.460
C: 3.864 -1.708 1.115
C: 3.066 -1.074 0.152
N: 4.346 -2.355 3.397
C: 5.077 -3.567 3.061
C: 6.534 -3.415 3.493
N: 6.580 -2.652 4.802
C: 5.317 -2.849 5.590
C: 4.155 -2.195 4.843
H: 6.762 -1.264 -1.805
H: 5.980 -0.519 -0.405
H: 5.723 0.143 -2.020
H: 4.796 -2.671 -1.178
H: 4.531 -1.918 -2.729
H: 2.882 -0.606 -3.130
H: 0.663 0.115 2.229
H: 4.793 -2.161 0.807
H: 5.050 -3.764 1.995
H: 4.619 -4.436 3.543
H: 7.116 -2.842 2.774
H: 7.013 -4.380 3.651
H: 6.701 -1.656 4.611
H: 7.391 -2.945 5.350
H: 5.443 -2.403 6.574
H: 5.196 -3.923 5.712
H: 4.123 -1.133 5.082
H: 3.232 -2.646 5.214
C: -4.158 3.293 1.233
Si: -3.149 4.479 0.222
C: -2.874 6.032 1.216
C: -3.913 4.817 -1.442
C: -1.348 3.817 -0.035
Si: -0.001 4.669 -1.160
C: 0.158 6.327 -0.316
C: -0.603 4.859 -2.909
C: 1.616 3.747 -0.990
H: -5.061 3.802 1.577
H: -3.610 2.946 2.110
H: -4.458 2.429 0.652
H: -3.836 6.382 1.601
H: -2.457 6.842 0.621
H: -2.228 5.860 2.079
H: -4.927 5.203 -1.309
H: -3.990 3.919 -2.065
H: -3.355 5.566 -2.002
H: -0.936 3.218 0.786
H: -0.687 6.977 -0.538
H: 1.052 6.826 -0.700
H: 0.273 6.248 0.766
H: -1.471 5.512 -2.971
H: -0.837 3.908 -3.392
H: 0.193 5.317 -3.502
H: 1.754 3.372 0.026
H: 2.436 4.435 -1.208
H: 1.694 2.915 -1.687

For the lowest unoccupied orbital energy, the calculation gives -7.6 eV. The total charge is +3. For the largest force on an atom, the calculation gives 2.4 eV/Å. The spin multiplicity is 1.

Atomic partial charges in e from the Löwdin method, atoms 1 to 99: atom 1 (Sn): 1.3724, atom 2 (O): -0.6226, atom 3 (S): 1.0954, atom 4 (C): -0.2550, atom 5 (C): -0.2238, atom 6 (C): -0.2178, atom 7 (C): -0.2847, atom 8 (S): 1.1456, atom 9 (O): -0.6046, atom 10 (C): -0.3862, atom 11 (C): -0.0623, atom 12 (C): -0.0462, atom 13 (C): -0.0370, atom 14 (C): -0.0359, atom 15 (C): -0.0677, atom 16 (C): -0.3909, atom 17 (C): -0.0746, atom 18 (C): -0.0504, atom 19 (C): -0.0495, atom 20 (C): -0.0507, atom 21 (C): -0.0911, atom 22 (H): 0.1020, atom 23 (H): 0.1043, atom 24 (H): 0.0678, atom 25 (H): 0.1436, atom 26 (H): 0.1416, atom 27 (H): 0.0611, atom 28 (H): 0.1025, atom 29 (H): 0.1154, atom 30 (H): 0.0874, atom 31 (H): 0.1109, atom 32 (H): 0.1218, atom 33 (H): 0.1249, atom 34 (H): 0.1239, atom 35 (H): 0.1244, atom 36 (H): 0.1182, atom 37 (H): 0.1158, atom 38 (H): 0.1124, atom 39 (H): 0.0714, atom 40 (C): -0.0457, atom 41 (C): -0.1614, atom 42 (N): 0.0012, atom 43 (C): 0.0684, atom 44 (C): -0.0303, atom 45 (C): -0.5436, atom 46 (O): 0.1440, atom 47 (O): -0.1822, atom 48 (C): -0.2705, atom 49 (O): -0.1339, atom 50 (C): -0.0486, atom 51 (C): 0.0952, atom 52 (C): -0.1750, atom 53 (F): 0.0808, atom 54 (C): -0.1139, atom 55 (C): 0.0644, atom 56 (C): -0.1029, atom 57 (N): -0.0706, atom 58 (C): -0.1244, atom 59 (C): -0.0564, atom 60 (N): 0.0771, atom 61 (C): -0.0745, atom 62 (C): -0.1173, atom 63 (H): 0.0932, atom 64 (H): 0.0729, atom 65 (H): 0.0919, atom 66 (H): 0.1202, atom 67 (H): 0.1314, atom 68 (H): 0.1627, atom 69 (H): 0.1414, atom 70 (H): 0.1011, atom 71 (H): 0.1255, atom 72 (H): 0.1407, atom 73 (H): 0.1391, atom 74 (H): 0.1447, atom 75 (H): 0.1883, atom 76 (H): 0.1918, atom 77 (H): 0.1485, atom 78 (H): 0.1414, atom 79 (H): 0.1389, atom 80 (H): 0.1384, atom 81 (C): -0.1662, atom 82 (Si): 0.4185, atom 83 (C): -0.1634, atom 84 (C): -0.1569, atom 85 (C): -0.3150, atom 86 (Si): 0.4454, atom 87 (C): -0.1642, atom 88 (C): -0.1523, atom 89 (C): -0.1499, atom 90 (H): 0.0583, atom 91 (H): 0.0483, atom 92 (H): -0.0091, atom 93 (H): 0.0485, atom 94 (H): 0.0251, atom 95 (H): 0.0489, atom 96 (H): 0.0534, atom 97 (H): 0.0271, atom 98 (H): 0.0295, atom 99 (H): 0.0157